# 1
{
  "formula": "C21H47N2NdO2P2",
  "method": "ωB97M-V/def2-TZVPD",
  "total_charge": 2,
  "homo_ev": [-13.54, -13.60],
  "energy_ev": -63454.7741,
  "orbital_gap_ev": [8.06, 8.25],
  "spin_multiplicity": 4,
  "elements": ["Nd", "P", "P", "N", "C", "H", "H", "C", "H", "H", "C", "H", "H", "C", "H", "H", "C", "C", "H", "H", "H", "C", "C", "H", "H", "H", "C", "C", "H", "H", "H", "C", "C", "H", "H", "H", "C", "O", "C", "H", "H", "H", "C", "H", "H", "H", "C", "H", "H", "H", "C", "H", "H", "H", "H", "H", "H", "H", "H", "H", "C", "N", "C", "C", "C", "O", "H", "H", "H", "H", "H", "H", "H", "H", "H"],
  "positions_angstrom": [[0.331, 0.057, -0.601], [0.555, 2.503, 0.502], [-1.055, -2.240, -0.817], [-1.733, 0.872, -1.009], [-0.889, 3.180, -0.472], [-1.176, 4.153, -0.042], [-0.536, 3.340, -1.507], [-2.096, 2.200, -0.499], [-2.550, 2.114, 0.509], [-2.877, 2.658, -1.125], [-2.862, -0.059, -1.129], [-3.655, 0.366, -1.764], [-3.339, -0.214, -0.139], [-2.451, -1.423, -1.753], [-2.095, -1.252, -2.786], [-3.305, -2.119, -1.787], [-1.676, -3.194, 0.572], [-0.603, -3.495, 1.646], [-1.099, -3.989, 2.497], [-0.141, -2.579, 2.050], [0.194, -4.153, 1.267], [0.132, -3.024, -2.046], [1.312, -3.728, -1.359], [2.040, -4.046, -2.123], [0.989, -4.602, -0.776], [1.869, -3.056, -0.691], [2.153, 2.923, -0.393], [3.396, 2.408, 0.348], [4.285, 2.567, -0.284], [3.358, 1.323, 0.527], [3.541, 2.912, 1.313], [0.377, 2.850, 2.253], [1.244, 1.942, 3.158], [0.991, 2.161, 4.208], [2.322, 2.109, 3.008], [1.031, 0.870, 3.009], [-0.990, -0.166, 1.813], [-1.763, -0.139, 2.654], [-0.650, -3.907, -3.005], [-1.052, -4.777, -2.473], [-1.477, -3.359, -3.463], [0.014, -4.253, -3.813], [2.178, 4.415, -0.690], [3.039, 4.647, -1.337], [1.272, 4.731, -1.214], [2.266, 4.983, 0.243], [0.642, 4.339, 2.444], [0.319, 4.625, 3.458], [1.711, 4.562, 2.338], [0.073, 4.946, 1.733], [-2.341, -4.441, 0.002], [-1.590, -5.153, -0.363], [-2.926, -4.923, 0.803], [-3.033, -4.197, -0.809], [-2.430, -2.542, 1.053], [-0.679, 2.613, 2.487], [0.557, -2.162, -2.605], [2.092, 2.360, -1.349], [0.775, 0.815, -2.806], [1.420, 0.372, -2.721], [5.209, -2.147, 1.264], [4.331, -1.561, 0.265], [4.752, -1.329, -1.110], [3.081, -1.195, 0.511], [2.487, -1.366, 1.862], [2.482, -0.698, -0.533], [6.172, -2.341, 0.755], [4.772, -3.078, 1.672], [5.337, -1.461, 2.123], [4.095, -1.863, -1.807], [4.651, -0.268, -1.366], [5.792, -1.674, -1.174], [3.026, -0.808, 2.631], [1.438, -1.015, 1.904], [2.473, -2.409, 2.186]],
  "mulliken_charge": [-0.211, 0.464, 0.527, 0.069, -0.969, 0.411, 0.488, -0.856, 0.281, 0.517, -0.845, 0.524, 0.279, -1.027, 0.496, 0.415, 0.566, -1.106, 0.504, 0.030, 0.233, 0.725, -1.013, 0.473, 0.230, 0.062, 0.813, -1.069, 0.475, 0.089, 0.229, 0.567, -1.103, 0.502, 0.235, 0.027, 0.101, -0.236, -1.503, 0.284, 0.372, 0.457, -1.505, 0.453, 0.381, 0.289, -1.526, 0.436, 0.302, 0.379, -1.541, 0.301, 0.441, 0.371, 0.528, 0.528, 0.139, 0.086, 0.392, -0.204, -0.847, 0.283, -0.656, 0.095, -0.403, -0.160, 0.300, 0.328, 0.328, 0.214, 0.218, 0.324, 0.563, -0.895, 0.558]
}

=====

# 2
{
  "formula": "C21H47NO2SSi2Sr",
  "method": "ωB97M-V/def2-TZVPD",
  "total_charge": 0,
  "homo_ev": -6.32,
  "energy_ev": -55546.7819,
  "orbital_gap_ev": 6.34,
  "elements": ["O", "O", "C", "C", "H", "H", "H", "H", "H", "C", "C", "H", "H", "H", "H", "H", "C", "C", "C", "H", "H", "H", "H", "H", "C", "H", "H", "H", "H", "H", "H", "Sr", "C", "Si", "H", "H", "C", "C", "C", "C", "Si", "H", "H", "C", "C", "C", "H", "H", "H", "H", "H", "H", "H", "H", "H", "H", "H", "H", "H", "H", "H", "H", "H", "H", "S", "C", "C", "C", "C", "C", "N", "H", "H", "H", "H"],
  "positions_angstrom": [[-0.376, -1.019, -1.776], [0.725, 0.645, -3.027], [0.334, -2.237, -2.174], [-0.353, -3.481, -1.683], [1.356, -2.180, -1.795], [0.442, -2.235, -3.265], [-0.428, -3.510, -0.590], [0.238, -4.357, -1.982], [-1.355, -3.620, -2.101], [-1.647, -0.835, -2.517], [-1.663, -1.071, -4.003], [-1.980, 0.179, -2.273], [-2.342, -1.531, -2.043], [-0.905, -0.502, -4.550], [-2.641, -0.753, -4.408], [-1.556, -2.129, -4.273], [0.220, 2.014, -2.861], [2.023, 0.342, -3.621], [-0.655, 2.384, -4.013], [1.083, 2.668, -2.736], [-0.353, 2.024, -1.930], [-0.143, 2.337, -4.978], [-1.000, 3.412, -3.877], [-1.548, 1.751, -4.073], [1.990, 0.611, -5.090], [2.223, -0.711, -3.411], [2.770, 0.940, -3.100], [1.151, 0.111, -5.589], [2.911, 0.232, -5.539], [1.942, 1.680, -5.307], [0.406, -0.035, -2.235], [0.037, 0.053, 2.088], [1.823, 0.000, 0.565], [3.491, 0.452, 0.834], [1.416, -1.059, 0.866], [0.972, 0.764, 0.320], [4.498, -0.717, -0.236], [4.320, 0.280, 2.511], [3.824, 2.224, 0.312], [-1.806, -1.081, 1.392], [-3.267, -0.028, 1.312], [-1.612, -1.266, 2.517], [-1.902, -2.082, 1.005], [-4.510, -0.801, 0.153], [-2.883, 1.706, 0.711], [-4.103, 0.067, 2.987], [3.256, 2.497, -0.587], [4.890, 2.385, 0.096], [3.541, 2.927, 1.108], [4.174, -1.754, -0.080], [5.565, -0.660, 0.012], [4.398, -0.490, -1.303], [4.015, -0.628, 3.049], [4.118, 1.150, 3.148], [5.414, 0.228, 2.394], [-3.256, 1.868, -0.310], [-1.799, 1.891, 0.700], [-3.339, 2.467, 1.358], [-5.030, 0.652, 2.931], [-3.456, 0.539, 3.737], [-4.364, -0.939, 3.346], [-5.512, -0.388, 0.325], [-4.565, -1.886, 0.313], [-4.260, -0.622, -0.899], [-0.559, 2.298, 3.446], [-0.491, 1.052, 4.665], [-0.706, 1.314, 6.053], [-0.631, 0.303, 7.004], [-0.342, -1.016, 6.623], [-0.130, -1.289, 5.277], [-0.210, -0.280, 4.382], [-0.927, 2.341, 6.351], [-0.792, 0.525, 8.057], [-0.277, -1.811, 7.356], [0.107, -2.307, 4.933]],
  "mulliken_charge": [0.080, 0.217, -0.343, -1.448, 0.275, 0.377, 0.230, 0.430, 0.313, 0.239, -1.556, 0.132, 0.454, 0.097, 0.449, 0.354, -0.036, 0.070, -1.163, 0.433, 0.039, 0.266, 0.463, 0.225, -1.358, 0.283, 0.148, 0.280, 0.418, 0.334, 0.255, 2.261, -1.815, -0.374, 0.743, 0.529, -0.999, -1.117, -0.957, -1.761, 0.612, 0.705, 0.092, -1.071, -0.873, -1.053, 0.145, 0.322, 0.331, 0.289, 0.332, 0.180, 0.308, 0.306, 0.300, 0.330, 0.059, 0.399, 0.313, 0.209, 0.277, 0.346, 0.291, 0.218, -0.487, 0.381, -0.628, -0.117, -0.689, -0.522, -0.337, 0.393, 0.363, 0.390, 0.419]
}

=====

# 3
{
  "formula": "C21H47NO4P",
  "method": "ωB97M-V/def2-TZVPD",
  "total_charge": 1,
  "smiles": "CCCCCCCCCCCCCCCCO[P@](=O)(O)OCC[N+](C)(C)C",
  "homo_ev": -12.44,
  "energy_ev": -41506.4936,
  "orbital_gap_ev": 10.16,
  "elements": ["C", "C", "C", "C", "C", "C", "C", "C", "C", "C", "C", "C", "C", "C", "C", "C", "O", "P", "O", "O", "O", "C", "C", "N", "C", "C", "C", "H", "H", "H", "H", "H", "H", "H", "H", "H", "H", "H", "H", "H", "H", "H", "H", "H", "H", "H", "H", "H", "H", "H", "H", "H", "H", "H", "H", "H", "H", "H", "H", "H", "H", "H", "H", "H", "H", "H", "H", "H", "H", "H", "H", "H", "H", "H"],
  "positions_angstrom": [[3.995, -5.770, -1.548], [2.933, -5.098, -0.687], [3.298, -3.653, -0.354], [2.235, -2.976, 0.509], [2.571, -1.517, 0.814], [1.418, -0.797, 1.510], [1.748, 0.655, 1.847], [0.607, 1.319, 2.614], [0.878, 2.799, 2.874], [-0.155, 3.467, 3.784], [-1.579, 3.453, 3.212], [-2.458, 2.359, 3.822], [-3.765, 2.158, 3.052], [-3.547, 1.345, 1.777], [-4.774, 1.319, 0.870], [-4.458, 0.678, -0.474], [-3.615, 1.526, -1.265], [-2.043, 1.387, -1.222], [-1.496, 0.144, -0.675], [-1.449, 2.722, -0.636], [-1.613, 1.580, -2.781], [-1.539, 0.433, -3.595], [-0.131, 0.232, -4.165], [0.935, -0.226, -3.225], [0.525, -1.439, -2.491], [2.130, -0.539, -4.033], [1.288, 0.826, -2.253], [3.715, -6.796, -1.767], [4.121, -5.241, -2.491], [4.952, -5.780, -1.033], [2.815, -5.658, 0.242], [1.972, -5.120, -1.208], [4.253, -3.637, 0.174], [3.436, -3.095, -1.287], [2.141, -3.521, 1.448], [1.263, -3.034, 0.010], [3.456, -1.480, 1.451], [2.827, -0.992, -0.113], [1.182, -1.330, 2.434], [0.525, -0.823, 0.881], [2.660, 0.692, 2.447], [1.936, 1.216, 0.926], [0.475, 0.804, 3.567], [-0.312, 1.207, 2.036], [0.909, 3.329, 1.918], [1.862, 2.900, 3.339], [-0.150, 2.976, 4.758], [0.162, 4.500, 3.942], [-1.521, 3.327, 2.129], [-2.059, 4.416, 3.399], [-1.915, 1.414, 3.847], [-2.686, 2.634, 4.853], [-4.189, 3.133, 2.801], [-4.488, 1.637, 3.683], [-2.709, 1.771, 1.223], [-3.272, 0.322, 2.042], [-5.133, 2.336, 0.697], [-5.578, 0.752, 1.341], [-3.959, -0.283, -0.327], [-5.363, 0.540, -1.069], [-1.908, 3.512, -0.922], [-1.875, -0.446, -3.039], [-2.212, 0.583, -4.446], [0.191, 1.182, -4.597], [-0.210, -0.510, -4.963], [1.384, -1.856, -1.969], [0.135, -2.184, -3.181], [-0.231, -1.189, -1.747], [2.439, 0.330, -4.611], [1.924, -1.360, -4.717], [2.953, -0.831, -3.382], [0.458, 1.016, -1.577], [1.546, 1.749, -2.768], [2.139, 0.500, -1.657]],
  "mulliken_charge": [-1.281, -0.369, -0.516, -0.904, -0.579, -0.238, -0.796, 0.370, -0.773, -1.118, -0.104, -0.551, -1.105, 0.856, -0.767, -0.496, -0.454, 0.848, -0.514, -0.553, -0.404, -0.521, -0.746, 0.382, -0.419, -0.886, -0.595, 0.390, 0.308, 0.324, 0.317, 0.303, 0.447, 0.134, 0.663, 0.166, 0.516, 0.089, 0.483, -0.127, 0.504, 0.150, 0.372, -0.407, 0.259, 0.481, 0.441, 0.312, -0.202, 0.535, 0.183, 0.446, 0.373, 0.424, -0.693, 0.240, 0.354, 0.379, 0.288, 0.389, 0.382, 0.371, 0.483, 0.355, 0.392, 0.098, 0.344, 0.121, 0.387, 0.406, 0.331, -0.002, 0.338, 0.382]
}